No. 1
Density functional theory data (the ωB97M-V functional and the def2-TZVPD basis) for an isolated molecule of C3H3N5 in a non-equilibrium geometry.

```
11
Properties=species:S:1:pos:R:3:forces:R:3:nbo_charge:R:1
N 0.4213 1.6017 -0.4560 1.96 0.75 0.01 -0.15
N -2.1796 0.1337 0.5003 -3.71 -2.21 1.89 -0.60
N -0.7582 1.3824 -0.6550 -1.03 -1.59 -1.33 -0.06
N 0.4417 -1.4071 -0.5259 -2.27 -1.51 -1.21 -0.11
N -0.7480 -1.0670 -0.8509 3.28 -3.08 -1.55 -0.16
C 1.3326 0.6897 0.0848 1.47 0.38 0.88 -0.06
C -1.2726 0.0204 -0.3369 -0.75 3.81 2.52 0.40
C 1.3173 -0.6617 0.1771 -1.91 2.80 -0.42 -0.07
H 2.2819 1.1860 0.4120 -1.16 -0.30 -0.10 0.22
H -2.8089 -0.7426 0.8296 2.50 2.17 -1.25 0.37
H 1.9725 -1.1355 0.8208 1.62 -1.22 0.55 0.22
```
Forces are in eV/Å.

Results
- ΔE to the lowest compared entry with this formula, charge and spin: 404.95 kJ/mol
- SMILES: N=c1nnccnn1
- Strongest force on any atom: 0.093 Eh/bohr


No. 2
Density functional theory data (the ωB97M-V functional and the def2-TZVPD basis) for an isolated molecule of C3H3N5 in a non-equilibrium geometry.

```
11
Properties=species:S:1:pos:R:3:forces:R:3:nbo_charge:R:1
N -1.1304 -1.0701 -0.3194 4.93 -3.24 -3.63 -0.39
N 1.4383 -0.6820 -0.6504 -2.31 1.28 1.13 -0.45
N -1.6973 0.0895 1.5756 -0.91 0.56 1.60 -0.62
N -0.7136 1.1633 -0.1704 1.47 2.15 -1.45 -0.09
N 0.4984 1.4480 -0.3127 -1.47 0.68 0.34 -0.16
C -1.1530 0.0006 0.4491 -0.60 2.43 2.94 0.43
C 0.1141 -1.3091 -0.8535 -0.03 0.47 1.81 0.26
C 1.5372 0.5760 -0.1926 -0.42 -3.46 -1.95 0.22
H 2.5457 0.9738 -0.1729 -0.15 0.21 0.54 0.21
H 0.3848 -2.2395 -1.3877 -1.27 0.58 0.03 0.21
H -1.8242 1.0494 2.0349 0.78 -1.67 -1.36 0.37
```
Forces are in eV/Å.

Results
- ΔE to the lowest compared entry with this formula, charge and spin: 292.98 kJ/mol
- SMILES: [H]/N=c1/ncncnn1
- Strongest force on any atom: 0.135 Eh/bohr


No. 3
Density functional theory data (the ωB97M-V functional and the def2-TZVPD basis) for an isolated molecule of C3H3N5 in a non-equilibrium geometry.

```
11
Properties=species:S:1:pos:R:3:forces:R:3:nbo_charge:R:1
N -1.5779 1.0698 -0.4093 3.94 -1.50 -0.34 0.10
N -1.2423 0.2234 -1.2648 -1.52 -0.67 -0.03 -0.22
N -0.0390 -1.3841 1.4963 3.50 2.49 -5.76 -0.57
N 0.8675 -1.0108 -0.9475 2.40 -1.88 6.53 -0.37
N -0.4476 1.6157 0.4168 1.48 -0.31 0.99 -0.30
C 0.5828 0.9111 0.8089 -3.99 -2.64 -3.73 0.04
C -0.0490 -0.6053 -1.6081 -3.98 4.70 0.90 0.27
C 0.5633 -0.6521 0.4457 -2.33 -0.78 5.09 0.32
H 0.0096 -0.7039 -2.5850 -0.35 -0.55 -4.82 0.18
H -0.0381 -0.6774 2.2324 -0.32 -0.17 0.25 0.33
H 1.3706 1.2135 1.4146 1.17 1.30 0.92 0.21
```
Forces are in eV/Å.

Results
- ΔE to the lowest compared entry with this formula, charge and spin: 499.57 kJ/mol
- SMILES: [H]/N=c1\cnnncn1
- Strongest force on any atom: 0.140 Eh/bohr